No. 1
177
Properties=species:S:1:pos:R:3 method="wB97M-V/def2-TZVPD" multiplicity=1 homo_lumo_gap_ev=8.52 homo_energy_ha=-0.337 total_charge=0 e_lumo_ev=-0.65
K 0.94896 -0.72596 -4.83386
O 1.22052 0.28267 -0.35778
C -0.08420 0.15751 -0.42265
O -0.76230 0.89033 -1.12844
O -0.53164 -0.74330 0.28947
H 1.06479 -0.42173 0.27561
C -3.50442 3.24848 2.34187
C -2.45864 2.48893 1.51706
O -3.08223 1.93413 0.37952
H -4.38081 2.74689 2.75230
H -4.01207 4.01581 1.75741
H -3.02917 3.75177 3.18385
H -1.97300 1.67267 2.05182
H -1.74749 3.21829 1.12926
H -2.41120 1.47925 -0.13467
C 1.16207 5.17419 -4.65242
C 0.41716 6.33354 -4.01902
O 0.59275 7.51044 -4.77402
H 1.31183 4.34584 -3.95996
H 2.17531 5.51164 -4.87053
H 0.70333 4.76030 -5.55039
H 0.69407 6.49123 -2.97664
H -0.65143 6.12222 -3.97918
H 0.33115 8.25645 -4.22940
C -3.50582 2.13634 -3.40003
C -2.15467 2.28294 -4.13215
O -1.31080 1.18907 -3.88130
H -4.13863 2.75772 -4.03371
H -3.54101 2.55554 -2.39447
H -3.96133 1.14933 -3.48020
H -1.59487 3.12015 -3.71526
H -2.21343 2.39133 -5.21516
H -1.30941 1.12861 -2.92320
C 2.46013 -2.87642 0.20671
C 3.28564 -3.57642 -0.86654
O 2.48994 -4.45245 -1.58316
H 1.78323 -2.25516 -0.37978
H 3.00627 -2.26856 0.92806
H 1.81880 -3.59295 0.71988
H 4.20543 -3.97529 -0.43879
H 3.56475 -2.83899 -1.61914
H 3.01692 -5.25407 -1.61889
C 5.26338 3.91919 0.38174
C 6.08931 3.61805 1.65366
O 5.12398 3.67051 2.70949
H 4.44421 3.21436 0.23936
H 5.85893 3.75403 -0.51611
H 4.76484 4.88747 0.33711
H 6.85212 4.38528 1.78628
H 6.44211 2.58684 1.66875
H 5.12563 4.60215 2.94107
C -5.42852 -1.79056 -0.71684
C -4.14723 -1.00292 -0.42397
O -3.14644 -1.99733 -0.13103
H -5.60734 -2.48316 0.10561
H -5.46153 -2.40774 -1.61467
H -6.27799 -1.11457 -0.81448
H -4.35475 -0.43380 0.48220
H -3.80300 -0.41121 -1.27220
H -2.31684 -1.55568 0.06463
C -4.03310 1.17858 5.93998
C -3.40267 0.26792 4.88131
O -1.96893 0.30787 5.03801
H -3.62828 1.02705 6.94061
H -5.09875 0.95069 5.96353
H -3.95306 2.21952 5.62672
H -3.73225 0.51842 3.87298
H -3.73425 -0.76390 4.99746
H -1.63003 -0.09431 4.23490
C 6.04840 -1.50655 1.02397
C 5.10360 -0.52214 1.63017
O 4.58859 -0.92889 2.86522
H 6.76647 -1.71378 1.81740
H 6.44159 -1.10629 0.08947
H 5.54086 -2.45250 0.83506
H 4.25760 -0.29816 0.98038
H 5.64729 0.40242 1.82431
H 3.94648 -0.25103 3.08841
C 3.08480 -4.28228 -4.83862
C 3.73900 -2.90990 -4.58715
O 3.57654 -2.05071 -5.70854
H 3.20177 -4.91767 -3.96073
H 3.49464 -4.85388 -5.67133
H 2.00913 -4.14785 -4.95250
H 4.78118 -3.09052 -4.32380
H 3.27254 -2.33730 -3.78551
H 4.18634 -2.34612 -6.38860
C -7.77127 2.37502 -1.18959
C -6.28819 2.74466 -0.91076
O -5.77105 1.58657 -0.25047
H -7.68297 1.51776 -1.85697
H -8.37422 3.10535 -1.72919
H -8.33473 2.01294 -0.32963
H -6.28624 3.61274 -0.25158
H -5.76481 2.97798 -1.83798
H -4.83447 1.69642 -0.07057
C -4.56876 -3.31452 3.08427
C -4.46227 -4.49676 2.03173
O -3.24179 -4.46063 1.28527
H -5.39179 -3.49671 3.77532
H -4.72618 -2.35870 2.58457
H -3.67430 -3.29870 3.70699
H -5.30361 -4.60211 1.34679
H -4.49814 -5.44413 2.56960
H -3.25300 -3.69938 0.70047
C 0.82295 3.86740 0.57542
C 0.62958 4.21690 -0.90820
O -0.61011 3.82069 -1.38453
H 1.83158 4.13769 0.88796
H 0.68806 2.80398 0.77302
H 0.12497 4.37630 1.24021
H 1.36572 3.62628 -1.45349
H 0.85001 5.27264 -1.06611
H -0.62517 2.86453 -1.30010
C -1.68836 -2.45835 -3.15008
C -0.60231 -3.39277 -2.58954
O 0.67019 -2.78099 -2.82949
H -1.61038 -1.39806 -2.90963
H -2.68443 -2.82421 -2.90089
H -1.53829 -2.42856 -4.22928
H -0.65051 -4.34755 -3.11316
H -0.76477 -3.49518 -1.51659
H 1.37010 -3.32310 -2.45823
C -4.38304 5.82701 -1.05220
C -3.09169 6.63782 -1.03043
O -2.27955 6.00885 -0.07143
H -5.14693 6.32444 -1.64981
H -4.78919 5.57766 -0.07192
H -4.24896 4.91796 -1.63851
H -3.29452 7.66889 -0.74084
H -2.51638 6.64350 -1.95621
H -1.72789 5.39014 -0.55565
C 0.73514 -2.79874 3.62778
C -0.77531 -2.69369 3.21115
O -1.04393 -1.36250 3.00206
H 1.43718 -2.55225 2.83124
H 1.04648 -3.79761 3.93346
H 1.04074 -2.07375 4.38216
H -1.38517 -3.01910 4.05394
H -1.03714 -3.29463 2.34029
H -0.94109 -1.21370 2.05926
C 1.03957 -6.86731 0.68360
C -0.11342 -5.81146 0.69194
O -1.28073 -6.48654 1.01243
H 1.16097 -7.39207 1.63122
H 1.99585 -6.41313 0.42408
H 0.81861 -7.58687 -0.10475
H -0.16152 -5.32492 -0.28226
H 0.17071 -5.01322 1.37763
H -1.95912 -5.85443 1.26106
C 3.94848 -5.82904 2.45019
C 4.18446 -4.51654 3.20187
O 3.93266 -4.70735 4.54438
H 4.76873 -6.50165 2.70096
H 3.87223 -5.65832 1.37635
H 3.04451 -6.30178 2.83421
H 3.52999 -3.73422 2.81752
H 5.16268 -4.05195 3.07801
H 3.79980 -3.85590 4.96746
C 4.90489 0.67982 -3.07095
C 3.76448 1.31084 -2.16565
O 2.54340 0.97789 -2.73378
H 4.71925 0.86501 -4.12893
H 4.92134 -0.40881 -3.01894
H 5.92202 1.00311 -2.84953
H 3.85836 2.39128 -2.05645
H 3.87877 0.87779 -1.17191
H 1.98100 0.94101 -1.95664
C 1.34534 0.63550 3.00506
C 2.31618 1.83958 2.84013
O 3.51126 1.62353 3.57339
H 0.41786 0.77248 2.44908
H 1.01470 0.57636 4.04201
H 1.79844 -0.32507 2.75991
H 1.86099 2.75606 3.21561
H 2.56616 1.88771 1.78027
H 3.99040 2.45495 3.54584

***

No. 2
93
Properties=species:S:1:pos:R:3 method="wB97M-V/def2-TZVPD" multiplicity=1 de_lowest_kcal_mol=72.4 homo_lumo_gap_ev=6.47 homo_energy_ha=-0.108 total_charge=-2 e_lumo_ev=3.54
Tl -15.71360 -11.02553 -15.30744
C -10.64679 -10.65952 -14.45239
C -11.20064 -12.01784 -14.21107
C -10.36603 -13.14662 -14.33474
C -10.89656 -14.36644 -14.04791
C -12.25089 -14.52457 -13.68147
C -12.84800 -15.76005 -13.38197
Br -11.80743 -17.35571 -13.47903
C -14.16468 -15.82678 -13.01886
C -14.91882 -14.63822 -12.89961
Br -16.68919 -14.83022 -12.22646
C -14.44976 -13.34790 -13.21023
O -15.15099 -12.29229 -13.11427
C -13.01878 -13.32506 -13.59033
N -12.45754 -12.11183 -13.82950
H -9.54675 -10.66267 -14.50592
H -10.99090 -9.98241 -13.65904
H -10.99522 -10.30044 -15.42338
H -9.32999 -13.02926 -14.65017
H -10.26561 -15.26391 -14.10892
H -14.59548 -16.75916 -12.73366
F -21.45704 -10.94653 -17.15585
C -20.14882 -11.02225 -16.74822
C -19.47819 -9.73503 -16.43891
F -18.44918 -9.80599 -15.46787
C -18.96573 -9.69650 -17.76410
F -19.36293 -8.71377 -18.59366
C -18.24093 -10.76197 -18.38750
Se -16.79747 -10.58953 -19.39814
C -19.05899 -11.89277 -18.11838
F -19.55821 -12.50319 -19.17507
C -19.43791 -12.26868 -16.80422
F -18.35144 -12.36272 -15.92714
N -13.67354 -9.23604 -14.58578
H -13.55736 -8.28833 -14.25583
H -13.22642 -9.37323 -15.49328
H -13.24856 -9.91012 -13.92584
F -9.85509 -10.72035 -21.71378
C -9.37223 -11.35233 -20.65225
C -9.93258 -11.13065 -19.41034
C -9.37037 -11.87160 -18.40219
F -9.79464 -11.65914 -17.15463
C -8.32556 -12.75698 -18.54452
F -7.82310 -13.41068 -17.50061
C -7.78816 -12.93531 -19.81559
F -6.75411 -13.77783 -20.01831
C -8.32360 -12.23753 -20.87853
F -7.80790 -12.38977 -22.10855
Ge -11.58680 -10.01734 -19.15791
S -12.79715 -10.59238 -17.53355
C -10.80918 -8.16492 -19.10354
C -10.46006 -7.50548 -20.26369
F -10.50751 -8.17722 -21.41300
C -10.01835 -6.20516 -20.28321
F -9.63752 -5.65923 -21.44438
C -9.94009 -5.46757 -19.10480
F -9.48330 -4.20380 -19.12486
C -10.28266 -6.09337 -17.91441
F -10.22420 -5.41644 -16.77311
C -10.72244 -7.43094 -17.94423
F -10.99849 -7.98482 -16.77382
C -12.61140 -10.18456 -20.86638
C -12.80185 -11.40693 -21.47622
F -12.15008 -12.45653 -20.96213
C -13.62086 -11.59994 -22.57267
F -13.74866 -12.80255 -23.15436
C -14.32163 -10.52719 -23.09258
F -15.07084 -10.71277 -24.18409
C -14.22745 -9.29438 -22.47079
F -14.87692 -8.23338 -22.95578
C -13.36826 -9.15813 -21.39530
F -13.23740 -7.94793 -20.81520
C -13.27938 -10.04359 -11.22567
Ge -15.03435 -9.59867 -10.58734
C -15.62858 -10.90207 -9.29020
C -15.03685 -7.83710 -9.81837
C -16.49685 -9.56839 -11.84953
Se -16.51486 -8.23420 -13.22198
C -18.40752 -7.79142 -13.14239
H -12.59689 -10.28909 -10.41073
H -12.87795 -9.17676 -11.76813
H -13.33309 -10.87019 -11.93026
H -14.83010 -11.05942 -8.54854
H -15.83057 -11.82551 -9.83747
H -16.52636 -10.58591 -8.78236
H -14.45722 -7.74932 -8.88259
H -16.05775 -7.53225 -9.58404
H -14.64443 -7.08743 -10.50402
H -17.34078 -9.35354 -11.19369
H -16.65892 -10.54290 -12.32633
H -18.65502 -7.14276 -12.29241
H -19.02125 -8.69714 -13.12269
H -18.66735 -7.27567 -14.06379

***

No. 3
77
Properties=species:S:1:pos:R:3 method="wB97M-V/def2-TZVPD" multiplicity=1 de_lowest_kcal_mol=14.5 homo_lumo_gap_ev="4.51 / 2.57" homo_energy_ha="-0.411 / -0.411" total_charge=+2 e_lumo_ev="-6.68 / -8.61"
Pb -0.12210 0.36010 -0.14490
C -11.58530 -7.25250 3.44270
O -10.55170 -6.71870 4.24590
C -9.53790 -6.06670 3.69810
C -9.37340 -5.84710 2.31880
C -8.28030 -5.15650 1.85810
C -7.31230 -4.65900 2.74560
C -7.47970 -4.87520 4.12780
C -8.56680 -5.56350 4.59230
C -6.16450 -3.93530 2.28290
N -5.22560 -3.43300 3.06640
C -4.33580 -2.83450 2.25410
C -4.73440 -2.97250 0.91030
N -5.89690 -3.67450 0.95780
C -3.97920 -2.45630 -0.17050
C -4.32460 -2.58440 -1.52490
C -3.48510 -2.06090 -2.48030
C -2.33000 -1.39510 -2.06710
N -2.00300 -1.23930 -0.80250
C -2.78430 -1.75930 0.15350
C -2.37300 -1.60370 1.53360
N -1.23230 -0.94350 1.77940
C -0.82010 -0.78940 3.01920
C -1.51780 -1.27730 4.12420
C -2.69390 -1.96020 3.90790
C -3.14090 -2.13960 2.59220
H -12.28500 -7.72080 4.13250
H -11.20170 -8.00570 2.74910
H -12.09930 -6.46610 2.88330
H -10.09870 -6.21420 1.61180
H -8.18250 -5.00100 0.79390
H -6.73640 -4.48570 4.80530
H -8.71720 -5.73900 5.64460
H -6.46160 -3.95610 0.17350
H -5.23850 -3.08500 -1.80670
H -3.71130 -2.15220 -3.52990
H -1.65030 -0.96410 -2.78750
H 0.11000 -0.25150 3.14170
H -1.12940 -1.11330 5.11660
H -3.28740 -2.36080 4.71460
Cl 3.95520 3.21140 5.81580
C 2.89030 2.99640 4.50910
C 3.07650 1.90810 3.63870
C 2.23420 1.74000 2.57290
Cl 2.44940 0.39540 1.52030
C 1.14340 2.64680 2.27420
O 0.38990 2.52220 1.29440
C 0.99340 3.73390 3.23240
Cl -0.27230 4.82830 2.94940
C 1.83970 3.89250 4.30570
H 3.88020 1.21060 3.81450
H 1.69210 4.71400 4.98990
C 1.23250 -4.11310 -0.89270
C 0.66070 -2.92800 -0.42850
N 1.01810 -1.74120 -0.86570
C 1.99820 -1.63890 -1.77890
C 2.64840 -2.78100 -2.30160
C 2.22580 -4.04020 -1.84180
C 3.69740 -2.62250 -3.25180
C 4.09940 -1.39230 -3.64850
C 3.47930 -0.21710 -3.13290
C 3.88500 1.08180 -3.49340
C 3.24840 2.16850 -2.93990
C 2.19700 1.94770 -2.04520
N 1.79500 0.74370 -1.70230
C 2.41480 -0.33360 -2.21040
H 0.89530 -5.05960 -0.50400
H -0.11200 -2.94160 0.32570
H 2.68830 -4.93280 -2.23460
H 4.17140 -3.50950 -3.64020
H 4.90250 -1.27140 -4.35900
H 4.69400 1.20880 -4.19720
H 3.54430 3.17810 -3.18130
H 1.66650 2.77070 -1.58930
S -2.64840 3.53620 -3.11130
C -1.87330 2.39710 -2.31060
N -1.31190 1.54760 -1.73160

***

No. 4
80
Properties=species:S:1:pos:R:3 method="wB97M-V/def2-TZVPD" multiplicity=1 de_lowest_kcal_mol=38.1 homo_lumo_gap_ev=6.03 homo_energy_ha=-0.359 total_charge=+1 e_lumo_ev=-3.73
Hf -0.72187 -0.44331 0.18442
S -5.42277 5.87119 -0.01678
N -4.29777 5.40129 1.03512
C -3.80897 4.22959 0.65192
C -2.83207 3.43699 1.33702
C -2.28447 3.80679 2.57062
C -1.40777 2.94359 3.18952
C -1.11817 1.72739 2.57642
N -1.61017 1.36299 1.39682
C -2.45067 2.20609 0.76182
C -3.00717 1.77839 -0.50888
N -2.55287 0.62599 -1.02818
C -3.08777 0.17709 -2.15148
C -4.13247 0.81819 -2.81308
C -4.60807 2.00649 -2.30038
C -4.02447 2.52329 -1.14098
C -4.41927 3.76489 -0.55088
N -5.33837 4.60509 -1.00608
H -2.58957 4.74419 3.00962
H -0.94997 3.19579 4.13162
H -0.48167 1.00109 3.07042
H -2.66737 -0.74341 -2.53758
H -4.55297 0.38789 -3.70758
H -5.40737 2.56209 -2.76268
S 1.52913 -3.64691 0.74542
C 2.26823 -2.36481 1.70742
C 3.65193 -2.33601 1.76572
C 4.30943 -1.40071 2.55652
C 5.71873 -1.33051 2.51912
N 6.85773 -1.26641 2.40772
C 3.55283 -0.50411 3.32952
C 2.16643 -0.54571 3.27582
C 1.50293 -1.45121 2.45042
S -0.25677 -1.45801 2.45122
C 4.18443 0.48979 4.11102
N 4.66933 1.34149 4.70542
H 4.21813 -3.05601 1.19362
H 1.59993 0.14269 3.88402
C -4.96857 -2.15511 0.85822
C -3.87747 -1.28271 0.85952
N -2.69017 -1.60951 0.37862
C -2.51957 -2.84751 -0.15248
C -3.55447 -3.82931 -0.12718
C -4.80267 -3.43291 0.38372
C -3.29947 -5.12241 -0.62238
C -2.09207 -5.41211 -1.19618
C -1.07607 -4.44621 -1.29338
C 0.14103 -4.67011 -2.03338
C 1.15043 -3.79691 -1.92818
C 1.03483 -2.72861 -0.90908
N -0.27527 -2.22351 -0.74108
C -1.25857 -3.16991 -0.73198
H -5.91617 -1.81991 1.24722
H -3.97927 -0.28101 1.26762
H -5.61967 -4.13871 0.39502
H -4.07147 -5.87021 -0.53308
H -1.90677 -6.39791 -1.59648
H 0.17313 -5.52221 -2.69128
H 2.06813 -3.88561 -2.48688
H 1.76183 -1.91881 -1.02118
C 5.24423 4.31749 -0.40818
C 4.53643 3.04349 -0.68888
C 4.83913 2.17159 -1.70508
C 4.06413 1.00009 -1.85138
N 3.05173 0.73459 -1.04058
C 2.74183 1.59409 -0.08218
S 1.43263 1.39189 0.95072
N 3.49503 2.72599 0.10932
C 4.36253 0.03109 -2.92748
H 6.08063 4.45879 -1.08618
H 5.61353 4.32699 0.61782
H 4.55493 5.15539 -0.52248
H 5.65613 2.37699 -2.37518
H 3.22633 3.33849 0.87282
H 5.15783 0.38969 -3.57208
H 3.46623 -0.14511 -3.52238
H 4.64843 -0.92561 -2.49498
Se 0.81663 -0.61971 -4.03628
C 0.36303 0.06249 -2.54778
N 0.02843 0.52939 -1.50878